1.
Molecular formula: C2H4N4
Method: DFT, wB97M-V/def2-TZVPD

Values from the calculation:
HOMO level in eV: -9.50
Relative energy (zero: lowest compared OMol25 entry of this formula, charge and spin) in kcal per mole: 69.9
Kohn-Sham gap in eV: 10.5
LUMO level in eV: 1.0

Geometry as ORCA input:
```
! wB97M-V def2-TZVPD RIJCOSX def2/J DEFGRID3
* xyz 0 1
C -1.67 -0.14 0.07
N -0.54 -0.79 0.73
N 1.11 1.55 0.69
C 2.14 1.13 0.38
N 1.39 -1.42 -0.44
N 0.41 -1.12 0.05
H -2.55 -0.79 0.17
H -1.50 0.07 -0.99
H -1.87 0.80 0.60
H 3.08 0.72 0.08
*
```

natural (NBO) analysis output, partial charges in e: number 1, C, carries -0.4300; number 2, N, carries -0.3018; number 3, N, carries -0.3386; number 4, C, carries 0.0764; number 5, N, carries -0.1255; number 6, N, carries 0.2544; number 7, H, carries 0.2046; number 8, H, carries 0.1965; number 9, H, carries 0.2220; number 10, H, carries 0.2421

2.
Molecular formula: C2H4N4
Method: DFT, wB97M-V/def2-TZVPD

Values from the calculation:
HOMO level in eV: -8.78
Relative energy (zero: lowest compared OMol25 entry of this formula, charge and spin) in kcal per mole: 2.2
SMILES: Nc1ncn[nH]1
Kohn-Sham gap in eV: 9.5
LUMO level in eV: 0.7

Geometry as ORCA input:
```
! wB97M-V def2-TZVPD RIJCOSX def2/J DEFGRID3
* xyz 0 1
N 1.76 -0.10 -0.02
C 0.39 -0.12 -0.02
N -0.37 -1.19 -0.03
C -1.63 -0.67 -0.01
N -1.70 0.63 -0.01
N -0.37 0.99 -0.01
H 2.26 -0.98 0.10
H 2.29 0.75 -0.01
H -2.51 -1.28 0.03
H -0.11 1.96 -0.02
*
```

natural (NBO) analysis output, partial charges in e: number 1, N, carries -0.8237; number 2, C, carries 0.5160; number 3, N, carries -0.5448; number 4, C, carries 0.1510; number 5, N, carries -0.3054; number 6, N, carries -0.4063; number 7, H, carries 0.4141; number 8, H, carries 0.3955; number 9, H, carries 0.1963; number 10, H, carries 0.4072

3.
Molecular formula: C2H4N4
Method: DFT, wB97M-V/def2-TZVPD

Values from the calculation:
HOMO level in eV: -8.62
Relative energy (zero: lowest compared OMol25 entry of this formula, charge and spin) in kcal per mole: 92.4
Kohn-Sham gap in eV: 8.9
LUMO level in eV: 0.3

Geometry as ORCA input:
```
! wB97M-V def2-TZVPD RIJCOSX def2/J DEFGRID3
* xyz 0 1
C 1.61 0.04 -0.93
C -1.22 -0.01 1.31
N 0.94 -0.05 -2.01
N 0.81 -0.10 0.23
N -0.09 -0.26 -2.43
N -0.43 -0.09 0.11
H 2.70 0.19 -0.87
H -2.35 -0.19 0.94
H -0.93 -0.57 2.14
H -1.04 1.02 1.52
*
```

natural (NBO) analysis output, partial charges in e: number 1, C, carries -0.1315; number 2, C, carries -0.4400; number 3, N, carries 0.0132; number 4, N, carries -0.1504; number 5, N, carries 0.0710; number 6, N, carries -0.2193; number 7, H, carries 0.2254; number 8, H, carries 0.2106; number 9, H, carries 0.2050; number 10, H, carries 0.2160